Record 1
Entry from OMol25: 2 unconnected molecules or ions with the total composition C17H31F3IN3O5S in a non-equilibrium geometry (ωB97M-V/def2-TZVPD).

CARTESIAN COORDINATES (ANGSTROEM)
C  2.94782  -1.53593  0.08443
O  3.63653  -0.30216  0.05195
C  3.40965  0.38918  1.27236
C  3.10995  1.87332  1.06638
C  1.66905  2.15347  0.58376
C  1.53520  2.42496  -0.92280
C  1.33753  1.18079  -1.79586
C  -0.15544  0.77746  -1.98260
C  -0.32362  -0.74316  -1.84617
C  -1.72800  -1.20142  -1.41080
N  -2.90304  -0.39275  -1.77574
C  -3.54760  -0.12873  -0.59525
N  -4.56235  0.68424  -0.48639
C  -5.24200  1.03236  0.76041
C  -5.25984  2.58507  0.88179
C  -6.32378  2.97182  1.92065
I  -8.21606  3.15883  0.90460
N  -3.03991  -0.76876  0.45324
C  -1.85419  -1.61926  0.05645
C  -2.33065  -3.06251  0.32762
C  -3.58479  -3.41956  -0.45752
O  -4.51349  -3.82743  0.12899
H  2.95246  -1.91850  -0.93974
H  1.88880  -1.35352  0.33565
H  3.42333  -2.22895  0.78188
H  2.57940  -0.02026  1.86563
H  4.31007  0.29257  1.88776
H  3.87977  2.36484  0.47079
H  3.18892  2.29870  2.07249
H  1.34020  3.06395  1.09534
H  1.03210  1.34182  0.95671
H  2.42682  2.93473  -1.28911
H  0.70276  3.11937  -1.08781
H  1.74656  1.41800  -2.78001
H  1.88425  0.30707  -1.44599
H  -0.78695  1.36269  -1.30287
H  -0.42713  1.02669  -3.01243
H  0.37730  -1.16897  -1.13002
H  -0.09993  -1.23801  -2.79021
H  -1.88417  -2.15375  -1.93246
H  -2.71428  0.51014  -2.21066
H  -4.87890  1.12056  -1.34327
H  -4.71406  0.66860  1.63817
H  -6.24984  0.61416  0.77497
H  -5.46344  2.96638  -0.11738
H  -4.25159  2.85960  1.19708
H  -6.41446  2.19633  2.67628
H  -6.02872  3.90214  2.39477
H  -3.73704  -1.19669  1.05213
H  -1.05110  -1.24829  0.69048
H  -1.50308  -3.72491  0.05437
H  -2.57737  -3.11091  1.38632
H  -3.64567  -3.33316  -1.55946
C  7.59286  -2.43680  0.02831
F  6.48583  -2.50840  -0.74719
F  7.65269  -3.58927  0.72723
F  8.65119  -2.42877  -0.80313
S  7.56848  -0.95747  1.13206
O  6.37757  -1.12393  1.94822
O  7.49974  0.17354  0.23222
O  8.80565  -1.03117  1.87334

Atomic forces in eV per Å
0.25 0.43 -0.72
-1.15 -0.13 0.36
1.05 0.87 0.33
-0.39 -0.52 0.53
0.63 0.72 -0.11
-0.08 -0.55 0.11
-0.53 0.29 -0.50
0.88 -0.35 -0.25
-0.84 0.44 0.12
1.08 -2.47 -1.30
0.06 1.55 1.49
0.21 -0.34 -0.11
-0.35 0.04 -0.21
-0.09 1.16 -0.04
-0.32 -1.55 0.27
0.58 0.21 -0.76
0.26 0.01 0.43
-0.10 -0.60 0.08
-2.24 1.32 0.67
1.22 0.89 -0.86
2.07 0.51 -0.72
-2.69 -0.92 1.32
0.24 -0.28 0.13
0.08 -0.24 0.30
-0.15 -0.12 -0.03
-0.03 -0.27 -0.29
0.03 -0.13 -0.08
-0.09 -0.10 -0.19
0.11 0.05 -0.04
-0.11 -0.08 0.02
-0.16 0.03 -0.29
0.06 0.10 0.26
0.00 -0.08 -0.13
0.00 -0.17 -0.04
0.26 0.30 0.26
0.00 -0.21 0.12
-0.31 0.27 0.15
0.03 0.13 0.11
0.10 0.19 -0.10
0.12 0.22 -0.24
0.31 -0.43 -0.63
-0.20 -0.05 0.18
0.22 -0.35 -0.25
-0.01 0.04 -0.17
-0.01 0.47 0.18
-0.09 0.35 -0.03
-0.17 0.06 0.06
-0.50 0.15 0.01
0.26 0.22 0.43
0.35 -0.57 -0.13
-0.16 -0.24 0.24
0.14 -0.48 0.02
0.41 0.16 -0.02
0.02 -0.32 -0.21
0.14 0.06 0.18
-0.05 0.24 -0.06
-0.19 0.08 0.17
0.05 1.48 0.94
-0.20 -0.55 -0.28
-0.14 -0.35 -0.52
0.12 -0.61 -0.19

Total energy in eV: -59924.917
Net charge: 0
Largest force on an atom in eV Å⁻¹: 3.1
Frontier orbital gap in eV: 5.803


Record 2
Entry from OMol25: a molecular structure, C11H9NO in a non-equilibrium geometry (ωB97M-V/def2-TZVPD).

CARTESIAN COORDINATES (ANGSTROEM)
C  -3.42619  -0.33368  -0.30201
C  -2.58208  -1.30655  0.25802
C  -2.87246  0.89016  -0.64617
C  -1.28620  -1.01519  0.52209
C  -1.53609  1.21263  -0.35008
C  -0.72752  0.19703  0.17459
C  0.64476  0.45738  0.46775
C  1.85130  -0.33030  0.93617
C  2.59373  0.98694  0.45325
C  2.30427  -0.91745  -0.46037
C  3.05775  0.28135  -0.75055
N  1.26047  1.58005  0.20059
O  3.70838  -0.93678  -0.54622
H  -4.43900  -0.49449  -0.30170
H  -3.04142  -2.28811  0.66775
H  -3.46843  1.67382  -0.90775
H  -0.71597  -1.79379  0.97679
H  -1.04900  2.08827  -0.57443
H  1.65562  -0.85476  1.85780
H  3.34180  1.63005  0.99663
H  1.52851  -1.60492  -1.05198
H  3.19777  0.87837  -1.62016

Atomic forces in eV per Å
2.97 -0.04 0.62
-2.76 -1.33 0.71
1.89 -0.72 1.55
0.59 -0.63 -0.24
-0.97 -3.44 -0.11
-1.05 0.38 0.42
2.17 2.39 0.15
-1.02 -0.28 -2.16
0.55 0.83 3.26
-2.67 -2.21 0.03
-0.77 0.91 -1.35
-0.40 -0.49 -0.52
0.75 -0.70 0.47
-2.29 -0.34 -0.47
0.88 1.71 -0.97
-1.76 1.87 -1.13
0.67 -0.24 0.34
0.56 2.21 -0.52
0.96 -0.31 0.33
-0.95 -0.72 -0.23
2.42 1.44 0.89
0.23 -0.28 -1.06

Total energy in eV: -15085.902
Net charge: 0
Largest force on an atom in eV Å⁻¹: 3.6
Frontier orbital gap in eV: 9.122
Energy relative to the best compared isomer or geometry (same formula, charge and spin) in kcal per mole: 77.67


Record 3
Entry from OMol25: a molecular structure, C7H17N in a non-equilibrium geometry (ωB97M-V/def2-TZVPD).

CARTESIAN COORDINATES (ANGSTROEM)
C  -2.97290  -0.69483  -0.17686
N  -0.04263  -0.63724  0.23616
C  0.03906  -0.14943  -1.00359
C  1.27837  -0.61341  0.96588
C  2.47093  -1.17953  0.13584
C  1.71349  0.76948  1.49466
C  0.57808  1.09667  -1.44316
C  -2.69542  0.80524  0.16058
H  -2.20928  -1.43801  0.03877
H  -3.07976  -0.69828  -1.27617
H  -3.93798  -1.05251  0.21275
H  -0.53502  -0.69828  -1.77500
H  1.20616  -1.37361  1.74647
H  3.18887  -1.62549  0.83708
H  2.12077  -1.96638  -0.53372
H  2.99435  -0.36366  -0.37873
H  1.03334  1.18089  2.24021
H  2.66795  0.55525  2.03783
H  1.85265  1.43015  0.65806
H  1.37879  0.00037  -1.50064
H  0.19891  1.33361  -2.44293
H  0.28504  1.92499  -0.81139
H  -2.26748  0.87590  1.16847
H  -1.82208  0.97293  -0.47454
H  -3.44422  1.54520  -0.11604

Atomic forces in eV per Å
-1.71 0.69 -1.01
2.89 -0.72 -2.50
-3.90 -1.83 2.86
-0.34 0.64 -0.10
-0.32 0.34 0.39
0.57 -1.66 1.32
0.12 -1.81 -1.79
1.77 -1.62 -0.14
0.19 0.58 0.45
-0.17 -0.31 0.23
0.27 0.10 0.03
-0.12 0.19 0.21
-0.55 0.53 0.38
-0.11 0.14 -0.21
0.15 0.07 -0.13
0.01 -0.38 -0.21
-0.19 0.09 -0.23
-0.43 0.67 -0.48
0.28 0.40 -0.05
0.36 3.46 -0.22
0.72 -0.41 0.00
1.68 0.05 0.77
-0.61 0.41 -0.03
-0.26 0.74 0.12
-0.29 -0.37 0.36

Total energy in eV: -9019.780
Net charge: 0
Largest force on an atom in eV Å⁻¹: 5.2
Frontier orbital gap in eV: 8.357
Energy relative to the best compared isomer or geometry (same formula, charge and spin) in kcal per mole: 125.57


Question: The lowest total energy belongs to which entry?
Answer: C17H31F3IN3O5S


Question: total energy of number 3 (C7H17N)?
Answer: -9019.780 eV